No. 1
ORCA calculation (the ωB97M-V functional and the def2-TZVPD basis) on C3H7N3O in the gas phase at a distorted geometry.

## Properties
DFT total energy: -9739.3460 eV
E_LUMO: 0.0259 Eh
Highest occupied orbital energy: -9.08 eV
ΔE to the lowest compared entry with this formula, charge and spin: 355.8 kJ/mol

The geometry in XYZ format:
```
14
Properties=species:S:1:pos:R:3:mulliken_charge:R:1
N 0.66071 -1.89930 0.22352 -0.590
C 1.33684 -0.84241 0.95739 -0.395
C 0.73848 0.49550 0.67055 -0.212
C -0.10810 0.72042 -0.33628 -0.225
N -0.62916 1.98041 -0.53971 -0.116
N -1.64102 2.23214 -1.14428 -0.300
O -2.41086 1.14053 -1.63513 -0.377
H -0.28713 -2.00562 0.56579 0.205
H 1.14037 -2.78086 0.34699 0.219
H 1.35054 -0.99705 2.05136 0.276
H 2.38109 -0.82254 0.62874 0.300
H 1.00477 1.30187 1.33764 0.332
H -0.40219 -0.07580 -1.00911 0.512
H -3.13433 1.55269 -2.11753 0.373
```

---

No. 2
ORCA calculation (the ωB97M-V functional and the def2-TZVPD basis) on C3H7N3O in the gas phase at a distorted geometry.

## Properties
DFT total energy: -9736.4282 eV
E_LUMO (alpha / beta): 0.0190 / 0.0187 Eh
Highest occupied orbital energy (alpha / beta): -7.04 / -7.09 eV
ΔE to the lowest compared entry with this formula, charge and spin: 637.3 kJ/mol

The geometry in XYZ format:
```
14
Properties=species:S:1:pos:R:3:mulliken_charge:R:1
C 1.62628 1.34719 -0.05714 -0.840
C -1.86750 -1.49560 -0.08701 -0.625
N 0.63798 0.27380 -0.14408 0.322
C -0.33060 0.16640 0.85214 0.040
N 0.56271 -0.48090 -1.24536 -0.137
N -1.46303 -0.48534 0.75001 -0.248
O 1.34467 -0.16791 -2.14584 -0.550
H -0.17123 0.78198 1.72129 0.243
H 1.77958 1.62400 0.98298 0.348
H 2.56504 0.99015 -0.48097 0.266
H 1.29262 2.20770 -0.63667 0.296
H -1.32629 -1.69990 -0.99495 0.266
H -2.90063 -1.78430 0.01617 0.264
H -1.74960 -1.27727 1.46943 0.355
```

---

No. 3
ORCA calculation (the ωB97M-V functional and the def2-TZVPD basis) on C3H7N3O in the gas phase at a distorted geometry.

## Properties
DFT total energy: -9738.9979 eV
E_LUMO: 0.0188 Eh
Highest occupied orbital energy: -7.92 eV
ΔE to the lowest compared entry with this formula, charge and spin: 389.4 kJ/mol

The geometry in XYZ format:
```
14
Properties=species:S:1:pos:R:3:mulliken_charge:R:1
C -1.06551 0.85041 -1.25995 -1.237
C -0.45770 0.22633 -0.24817 0.739
N -0.95487 0.06260 1.00223 -0.047
N -0.76394 -1.06307 1.83095 -0.723
C 1.01339 -0.67411 -0.49231 0.406
N 1.67655 0.56542 -0.61867 -0.389
O 1.50491 -1.56608 0.15912 -0.538
H -2.12471 1.04305 -1.21119 0.316
H -0.56160 1.06837 -2.18484 0.248
H -1.74283 0.62893 1.28512 0.232
H 0.19401 -1.05143 2.17363 0.284
H -0.85616 -1.91438 1.28120 0.286
H 2.65818 0.61082 -0.35121 0.234
H 1.48029 1.21313 -1.36590 0.189
```

---

No. 4
ORCA calculation (the ωB97M-V functional and the def2-TZVPD basis) on C3H7N3O in the gas phase at a distorted geometry.

## Properties
DFT total energy: -9737.6405 eV
E_LUMO: 0.0320 Eh
Highest occupied orbital energy: -7.16 eV
ΔE to the lowest compared entry with this formula, charge and spin: 520.3 kJ/mol

The geometry in XYZ format:
```
14
Properties=species:S:1:pos:R:3:mulliken_charge:R:1
C -1.05705 0.84819 0.06891 -0.492
C 0.33489 0.87829 -0.00242 0.278
C -1.82265 -0.28423 -0.02529 -0.145
N 0.74678 -1.45690 -0.01565 -1.011
N 1.09266 -0.17572 0.02885 0.868
N 2.48176 0.13603 0.03431 -0.658
O -3.19248 -0.25112 0.03302 -0.519
H -1.63362 1.72903 0.38776 0.296
H 0.98736 1.85259 0.19661 0.045
H -1.55846 -1.20231 -0.40613 0.350
H 1.52589 -2.02461 -0.10608 0.188
H 3.13666 -0.36539 0.64858 0.236
H 2.49948 1.13081 -0.09626 0.212
H -3.54121 -0.81466 -0.74621 0.350
```

---

No. 5
ORCA calculation (the ωB97M-V functional and the def2-TZVPD basis) on C3H7N3O in the gas phase.

## Properties
DFT total energy: -9742.6484 eV
E_LUMO: 0.0257 Eh
Highest occupied orbital energy: -9.88 eV
ΔE to the lowest compared entry with this formula, charge and spin: 37.1 kJ/mol

The geometry in XYZ format:
```
14
Properties=species:S:1:pos:R:3:mulliken_charge:R:1
H -3.25098 -1.47342 0.30058 0.256
N -2.98710 -0.48973 0.28521 -0.671
C -1.79354 -0.37924 -0.12833 0.021
N -1.17920 0.85248 -0.30243 -0.185
C 0.20376 0.98877 -0.43732 0.433
O 0.73467 1.88509 -1.06262 -0.599
N 0.86863 -0.03430 0.19397 -0.236
C 2.23228 -0.36812 -0.14454 -0.852
H -1.13022 -1.20472 -0.40557 0.394
H -1.76308 1.65200 -0.50532 0.253
H 0.45958 -0.40504 1.03941 0.315
H 2.32314 -0.38461 -1.23325 0.281
H 2.43480 -1.37752 0.22068 0.326
H 2.97138 0.33064 0.26016 0.266
```

---

No. 6
ORCA calculation (the ωB97M-V functional and the def2-TZVPD basis) on a molecular structure, C3H7N3O at a distorted geometry.

## Properties
DFT total energy: -9735.0386 eV
E_LUMO: 0.0138 Eh
Highest occupied orbital energy: -7.77 eV
ΔE to the lowest compared entry with this formula, charge and spin: 771.4 kJ/mol

The geometry in XYZ format:
```
14
Properties=species:S:1:pos:R:3:mulliken_charge:R:1
N -2.26111 0.68295 0.15425 -0.573
C -0.14074 0.13754 0.48139 0.662
N -0.44133 -0.98412 1.13407 -0.402
C 1.78181 0.38273 0.24493 -0.464
C 2.42118 -0.37659 -0.62328 -0.496
O -2.71902 -0.00664 -1.00534 -0.350
N -0.30087 1.12956 -0.19085 -0.367
H -2.27112 0.40868 -1.75921 0.325
H -2.54725 1.65808 0.02480 0.267
H -1.44023 -1.09676 1.26469 0.297
H 0.31198 -1.62226 1.33980 0.262
H 2.20191 1.11530 0.92292 0.324
H 3.50954 -0.38639 -0.68514 0.268
H 1.89525 -1.04206 -1.30303 0.246
```

---

No. 7
ORCA calculation (the ωB97M-V functional and the def2-TZVPD basis) on a molecular structure, C3H7N3O.

## Properties
DFT total energy: -9739.7022 eV
E_LUMO: -0.0006 Eh
Highest occupied orbital energy: -9.57 eV
ΔE to the lowest compared entry with this formula, charge and spin: 321.4 kJ/mol

The geometry in XYZ format:
```
14
Properties=species:S:1:pos:R:3:mulliken_charge:R:1
C -1.04301 -0.64052 -0.06856 0.369
N -1.67456 0.51018 -0.45478 -0.358
C 0.40217 -0.70632 -0.49972 0.026
N -1.47942 -1.60531 0.64391 -0.664
O 0.82186 0.08722 -1.42934 -0.613
H -2.67235 0.58541 -0.35037 0.209
H -1.24442 1.03522 -1.20184 0.236
H -2.45504 -1.48666 0.91520 0.225
H 0.82628 -1.71301 -0.42632 0.427
C 1.81128 0.82177 0.99933 -0.106
N 2.14742 1.48204 0.04936 -0.543
H 1.56159 0.96638 -0.90780 0.449
H 1.98353 0.83674 2.06708 0.351
H 1.01467 -0.17315 0.66385 -0.009
```

---

No. 8
ORCA calculation (the ωB97M-V functional and the def2-TZVPD basis) on a gas-phase ion, C3H7N3O (charge +2) at a distorted geometry.

## Properties
DFT total energy: -9716.7750 eV
E_LUMO: -0.4140 Eh
Net charge: +2
Highest occupied orbital energy: -20.72 eV
ΔE to the lowest compared entry with this formula, charge and spin: 713.0 kJ/mol

The geometry in XYZ format:
```
14
Properties=species:S:1:pos:R:3:mulliken_charge:R:1
C -1.65763 0.30890 1.82023 -0.771
C -1.13409 -0.20203 0.67227 0.471
N -0.51315 -0.65557 -0.25372 0.067
N -0.23228 -1.31166 -1.34183 -0.112
N 0.97249 -0.96545 -2.07667 0.744
C 1.79171 0.10658 -1.73318 -0.481
O 1.06430 -1.68791 -2.98000 -0.322
H -1.47215 -0.41467 2.75300 0.372
H -2.75795 0.54366 1.60825 0.357
H -1.16585 1.37562 2.05984 0.381
H -0.80567 -2.10519 -1.75952 0.316
H 2.74413 -0.22256 -2.13376 0.369
H 1.73277 0.08118 -0.64451 0.255
H 1.56024 0.99007 -2.21169 0.355
```

---

No. 9
ORCA calculation (the ωB97M-V functional and the def2-TZVPD basis) on a molecular structure, C3H7N3O2 at a distorted geometry.

## Properties
DFT total energy: -11784.2570 eV
E_LUMO: 0.0237 Eh
Highest occupied orbital energy: -9.03 eV
ΔE to the lowest compared entry with this formula, charge and spin: 680.8 kJ/mol

The geometry in XYZ format:
```
15
Properties=species:S:1:pos:R:3:mulliken_charge:R:1
C -2.86401 0.16255 0.09539 -0.881
C -1.25650 0.39660 -0.17965 0.676
C 1.53254 -0.00635 -0.35394 -0.182
H -3.02830 0.12970 1.33041 0.253
H -3.77703 1.08053 -0.40410 0.270
H -3.01925 -0.98741 0.07968 0.237
H -1.24310 -1.52120 -0.05055 0.235
H 1.12666 0.94975 -0.52832 0.565
H 3.22643 -0.98522 -0.27205 0.299
H 3.46224 0.62541 1.19009 0.309
N -0.64442 -0.80987 0.06988 -0.028
N 0.78390 -1.07063 -0.36210 -0.664
N 2.83994 -0.13360 -0.46873 -0.141
O -0.77740 1.43031 -0.46173 -0.558
O 3.63829 0.73943 0.31570 -0.393
```